Entry from the Open Molecules 2025 dataset: a molecular structure, C13H7ClN3O2PtS2Se3Te in a non-equilibrium geometry (wB97M-V/def2-TZVPD).

Element x y z (Å)
Pt  0.020  -0.090  0.159
S  -0.572  0.223  2.656
C  -2.005  -0.622  2.242
S  -1.969  -1.527  0.780
C  -3.108  -0.619  3.084
C  -4.254  -1.375  2.809
N  -5.186  -2.022  2.617
C  -3.111  0.122  4.272
N  -3.115  0.701  5.267
Se  3.904  -0.007  -1.711
Se  3.649  0.830  0.326
Te  1.477  2.259  0.330
Se  1.683  3.452  -1.743
N  1.507  -1.471  0.432
C  1.527  -2.634  0.332
C  1.644  -4.014  0.226
C  1.797  -4.606  -1.040
C  1.949  -5.972  -1.140
C  1.947  -6.767  -0.002
C  1.781  -6.186  1.249
C  1.630  -4.823  1.375
H  1.794  -3.983  -1.920
H  2.061  -6.427  -2.115
H  2.070  -7.837  -0.090
H  1.764  -6.811  2.130
H  1.500  -4.369  2.346
Cl  -0.061  -0.166  -2.474
C  -1.158  1.191  -2.761
C  -1.960  1.642  -1.491
O  -3.073  2.080  -1.692
O  -1.356  1.585  -0.378
H  -1.860  0.906  -3.542
H  -0.552  2.043  -3.086

Its net charge is -1. The calculation puts the energy relative to the best compared isomer or geometry (same formula, charge and spin) at 229.1 kJ/mol. Its gap between HOMO and LUMO (alpha / beta) is 0.13748 / 0.13637 Ha.